Entry 1:
Computed, not measured: a cluster of 2 separate species, CH4IPS in total, with ωB97M-V/def2-TZVPD.

Each line ends with the Mulliken charge.
Element x y z (Å)
1 C 0.18 -0.66 0.26  -0.55
2 P -1.19 -0.44 1.31  0.03
3 S 1.71 1.90 -0.51  -0.25
4 I -2.90 -0.65 -0.36  -0.01
5 H -0.05 -0.73 -0.86  0.38
6 H 0.91 -1.47 0.49  0.33
7 H 0.92 0.29 0.29  -0.08
8 H 0.42 1.77 -0.63  0.15

The value obtained for the electronic energy is -1077.63658 Ha. The calculation puts the HOMO energy (spin up / spin down) at -8.3 / -9.7 eV. For the energy relative to the best compared isomer or geometry (same formula, charge and spin), the calculation gives 3.252 eV.

=====

Entry 2:
Computed, not measured: a cluster of 3 separate species, C4H15NO3 in total, with ωB97M-V/def2-TZVPD.

Each line ends with the Mulliken charge.
Element x y z (Å)
1 C 1.64 1.90 -0.04  -1.17
2 C 0.69 0.82 -0.65  0.55
3 C -0.26 1.43 -1.69  -1.44
4 N 0.03 0.02 0.37  -0.25
5 C -1.00 0.62 1.18  -0.58
6 O -0.55 1.04 2.48  -0.56
7 H 2.69 1.72 -0.25  0.30
8 H 1.36 2.89 -0.36  0.29
9 H 1.57 1.87 1.06  0.30
10 H 1.35 0.16 -1.21  0.23
11 H 0.05 1.17 -2.70  0.36
12 H -1.33 1.22 -1.62  0.33
13 H -0.24 2.53 -1.65  0.35
14 H 0.74 -0.46 0.93  0.28
15 H -1.28 1.54 0.70  0.34
16 H -1.81 -0.09 1.35  0.35
17 H -0.53 0.28 3.07  0.32
18 O 2.11 -2.59 0.00  -0.64
19 H 2.70 -2.59 -0.76  0.33
20 H 1.32 -2.09 -0.26  0.33
21 O -2.53 -2.39 -1.42  -0.65
22 H -1.72 -2.28 -0.90  0.32
23 H -2.58 -1.52 -1.83  0.32

The value obtained for the electronic energy is -441.84133 Ha. The calculation puts the HOMO energy at -9.2 eV. As for the SMILES: CC(C)NCO.O.O. For the energy relative to the best compared isomer or geometry (same formula, charge and spin), the calculation gives 1.103 eV.

=====

Entry 3:
Computed, not measured: a structure of composition C19H14Cl5IrN4O2Si, with ωB97M-V/def2-TZVPD.

Each line ends with the Löwdin spin population.
Element x y z (Å)
1 Ir -0.12 0.35 0.09  0.67
2 O 2.40 -0.20 -2.98  0.02
3 C 1.43 0.01 -2.30  0.01
4 N 1.06 -0.64 -1.14  0.11
5 C 1.46 -1.97 -0.86  0.00
6 C 2.24 -2.79 -1.68  0.02
7 C 2.42 -4.10 -1.30  0.00
8 C 1.84 -4.58 -0.12  0.02
9 C 1.09 -3.75 0.70  0.00
10 C 0.91 -2.43 0.29  0.01
11 N 0.10 -1.45 0.92  0.04
12 C -0.57 -1.68 2.09  0.01
13 O -0.36 -2.55 2.90  0.00
14 C -1.68 -0.72 2.25  0.01
15 C -2.43 -0.65 3.40  0.00
16 C -3.52 0.21 3.43  0.00
17 C -3.84 0.92 2.28  0.00
18 C -3.04 0.79 1.17  0.00
19 N -1.95 0.01 1.15  0.02
20 C 0.41 1.03 -2.65  0.01
21 C 0.55 1.88 -3.72  0.00
22 C -0.48 2.75 -4.00  0.00
23 C -1.63 2.71 -3.22  0.00
24 C -1.68 1.83 -2.16  0.00
25 N -0.67 1.00 -1.86  0.03
26 H 2.69 -2.40 -2.58  0.00
27 H 3.01 -4.76 -1.92  0.00
28 H 1.98 -5.62 0.16  0.00
29 H 0.66 -4.11 1.61  0.00
30 H -2.14 -1.27 4.24  0.00
31 H -4.11 0.32 4.32  0.00
32 H -4.71 1.56 2.24  0.00
33 H -3.27 1.32 0.26  0.00
34 H 1.47 1.84 -4.29  0.00
35 H -0.41 3.44 -4.83  0.00
36 H -2.47 3.35 -3.43  0.00
37 H -2.55 1.78 -1.53  0.00
38 Cl 3.69 1.30 0.10  0.00
39 C 3.49 1.24 1.85  0.00
40 Cl 2.21 0.11 2.36  0.01
41 H 3.23 2.23 2.21  0.00
42 H 4.42 0.88 2.28  0.00
43 Cl 1.20 3.86 0.09  0.00
44 Si -0.22 2.64 0.87  0.01
45 Cl -0.13 2.70 2.90  0.01
46 Cl -1.99 3.61 0.40  -0.01

The value obtained for the electronic energy is -3796.67676 Ha. The calculation puts the HOMO energy (spin up / spin down) at -11.1 / -11.0 eV. Its spin multiplicity is 2. Its net charge is +1. For the energy relative to the best compared isomer or geometry (same formula, charge and spin), the calculation gives 3.052 eV. Its expectation value of S² is 0.7618.

=====

Entry 4:
Computed, not measured: a structure of composition C21H16N4O7PdS4, with ωB97M-V/def2-TZVPD.

Each line ends with the Mulliken charge.
Element x y z (Å)
1 Pd -1.38 -1.65 2.22  0.38
2 S -1.06 -3.60 3.33  -0.35
3 C -2.75 -3.88 3.25  0.94
4 S -3.45 -2.55 2.40  -0.38
5 C -3.43 -4.97 3.77  0.12
6 C -2.74 -6.00 4.46  0.04
7 N -2.19 -6.85 5.02  -0.58
8 C -4.84 -5.09 3.64  0.03
9 N -5.99 -5.21 3.54  -0.58
10 O -2.03 2.14 -2.27  -0.62
11 S -3.44 2.42 -1.31  0.47
12 O -3.41 3.88 -1.19  -0.65
13 N -2.99 1.79 0.08  -0.49
14 C -2.31 0.65 0.17  -0.04
15 O -2.11 0.13 1.29  -0.51
16 C -1.68 0.08 -1.06  0.34
17 C -1.11 -1.19 -1.07  -0.46
18 C -0.35 -1.64 -2.13  -0.69
19 C -0.15 -0.80 -3.22  -0.27
20 C -0.73 0.45 -3.26  -0.40
21 C -1.51 0.89 -2.19  0.72
22 H -1.22 -1.82 -0.19  0.65
23 H 0.11 -2.61 -2.10  0.35
24 H 0.49 -1.12 -4.04  0.25
25 H -0.58 1.13 -4.09  0.44
26 C -0.45 4.80 -0.60  -1.40
27 C 0.49 3.66 -0.86  1.01
28 C 1.60 3.80 -1.69  -0.99
29 C 2.45 2.74 -1.93  -0.94
30 C 2.18 1.50 -1.36  0.18
31 C 1.07 1.34 -0.54  0.35
32 C 0.25 2.42 -0.28  -0.90
33 S 3.28 0.15 -1.68  1.35
34 O 2.81 -0.57 -2.84  -0.64
35 O 4.61 0.71 -1.69  -0.78
36 N 3.15 -0.84 -0.41  -0.31
37 C 3.51 -0.32 0.92  -0.37
38 C 2.95 -1.27 1.97  -1.09
39 C 1.42 -1.36 1.86  0.98
40 O 0.73 -0.83 2.78  -0.82
41 O 0.97 -1.91 0.84  -0.66
42 H -0.05 5.74 -0.96  0.42
43 H -0.66 4.90 0.47  0.32
44 H -1.42 4.61 -1.08  0.22
45 H 1.80 4.77 -2.14  0.33
46 H 3.34 2.86 -2.54  0.43
47 H 0.85 0.37 -0.09  0.34
48 H -0.60 2.29 0.38  0.50
49 H 2.29 -1.39 -0.40  0.33
50 H 3.09 0.68 1.08  0.29
51 H 4.59 -0.25 0.99  0.44
52 H 3.23 -0.93 2.96  0.42
53 H 3.36 -2.27 1.80  0.31

The value obtained for the electronic energy is -3276.36943 Ha. The calculation puts the HOMO energy at -3.2 eV. Its net charge is -2. For the energy relative to the best compared isomer or geometry (same formula, charge and spin), the calculation gives 0.268 eV.

=====

Entry 5:
Computed, not measured: an isolated molecule of C11H20F2IO2P, with ωB97M-V/def2-TZVPD.

Each line ends with the Mulliken charge.
Element x y z (Å)
1 C 0.08 2.75 2.51  -1.51
2 C -0.26 1.46 1.75  0.09
3 C 0.96 0.61 1.41  -1.62
4 I 2.02 0.16 3.24  0.09
5 C 0.72 -0.65 0.53  1.60
6 O 1.68 -1.71 0.86  -0.33
7 C 1.34 -2.92 1.33  0.62
8 O 1.41 -3.93 0.73  -0.45
9 F 1.18 -2.90 2.65  -0.20
10 C -0.70 -1.23 0.54  -0.52
11 F -1.12 -1.39 1.87  -0.43
12 C -1.83 -0.52 -0.20  0.07
13 C -3.04 -1.44 -0.31  -1.57
14 P 1.45 -0.26 -1.19  -0.25
15 C 0.79 -1.62 -2.25  -1.05
16 C 0.56 1.24 -1.83  0.08
17 C 1.51 2.16 -2.63  -1.34
18 H 1.08 3.12 2.26  0.34
19 H 0.02 2.62 3.59  0.37
20 H -0.63 3.54 2.23  0.42
21 H -0.75 1.75 0.82  0.00
22 H -0.98 0.87 2.32  0.42
23 H 1.69 1.23 0.89  0.61
24 H -0.64 -2.24 0.13  0.79
25 H -1.50 -0.26 -1.20  -0.11
26 H -2.11 0.38 0.34  0.30
27 H -3.91 -0.89 -0.68  0.44
28 H -3.31 -1.86 0.66  0.34
29 H -2.85 -2.26 -1.01  0.34
30 H 1.54 -1.84 -3.01  0.41
31 H -0.14 -1.35 -2.75  0.32
32 H 0.63 -2.53 -1.66  0.33
33 H 0.13 1.79 -1.00  -0.08
34 H -0.26 0.92 -2.48  0.46
35 H 1.25 2.18 -3.69  0.32
36 H 1.46 3.19 -2.25  0.36
37 H 2.55 1.84 -2.53  0.36

The value obtained for the electronic energy is -1420.37259 Ha. The calculation puts the HOMO energy at -9.1 eV. As for the SMILES: CC[C@@H](I)[C@@](OC(=O)F)([C@@H](F)CC)P(C)CC.

=====

Entry 6:
Computed, not measured: an isolated molecule of C6H10N2, with ωB97M-V/def2-TZVPD.

Each line ends with the Mulliken charge.
Element x y z (Å)
1 C 0.67 0.77 -1.13  -0.73
2 C 1.14 0.15 0.25  -0.20
3 C 1.88 -1.21 0.59  -0.30
4 N 0.36 -1.01 0.63  -0.20
5 C -1.07 -0.73 1.06  -0.70
6 C -1.34 0.54 0.28  0.21
7 N -2.18 0.74 -0.96  -0.58
8 C -0.75 0.36 -1.14  0.06
9 H 1.43 0.32 -1.87  0.27
10 H 0.81 1.92 -1.25  0.24
11 H 1.56 0.98 1.07  0.13
12 H 2.15 -1.94 -0.19  0.25
13 H 2.44 -1.17 1.51  0.27
14 H -1.58 -1.62 0.89  0.37
15 H -1.19 -0.53 2.20  0.22
16 H -0.99 1.41 0.82  0.26
17 H -2.49 1.75 -1.19  0.28
18 H -0.84 -0.73 -1.56  0.16

The value obtained for the electronic energy is -343.89292 Ha. The calculation puts the HOMO energy at -8.1 eV. As for the SMILES: C1[C@@H]2CN2C[C@@H]2N[C@@H]12. For the energy relative to the best compared isomer or geometry (same formula, charge and spin), the calculation gives 6.634 eV.

=====

Q: The highest electronic energy belongs to which entry?
A: C6H10N2

=====

Q: The highest electronic energy belongs to which entry?
A: C6H10N2

=====

What did the sixth record say?
Computed, not measured: an isolated molecule of C6H10N2, with ωB97M-V/def2-TZVPD.

Each line ends with the Mulliken charge.
Element x y z (Å)
1 C 0.67 0.77 -1.13  -0.73
2 C 1.14 0.15 0.25  -0.20
3 C 1.88 -1.21 0.59  -0.30
4 N 0.36 -1.01 0.63  -0.20
5 C -1.07 -0.73 1.06  -0.70
6 C -1.34 0.54 0.28  0.21
7 N -2.18 0.74 -0.96  -0.58
8 C -0.75 0.36 -1.14  0.06
9 H 1.43 0.32 -1.87  0.27
10 H 0.81 1.92 -1.25  0.24
11 H 1.56 0.98 1.07  0.13
12 H 2.15 -1.94 -0.19  0.25
13 H 2.44 -1.17 1.51  0.27
14 H -1.58 -1.62 0.89  0.37
15 H -1.19 -0.53 2.20  0.22
16 H -0.99 1.41 0.82  0.26
17 H -2.49 1.75 -1.19  0.28
18 H -0.84 -0.73 -1.56  0.16

The value obtained for the electronic energy is -343.89292 Ha. The calculation puts the HOMO energy at -8.1 eV. As for the SMILES: C1[C@@H]2CN2C[C@@H]2N[C@@H]12. For the energy relative to the best compared isomer or geometry (same formula, charge and spin), the calculation gives 6.634 eV.

=====

Q: Number 6 is which compound?
A: C6H10N2